# 1
# C3H16O5

A cluster of 5 separate species, C3H16O5 in total (ωB97M-V with the def2-TZVPD basis set, OMol25).

```
24
Properties=species:S:1:pos:R:3:forces:R:3
O 1.619 -1.691 3.466 -0.35 -0.10 0.88
O 2.698 -2.673 0.579 0.03 -0.95 0.14
O 1.047 0.756 2.424 -0.55 1.39 -0.05
O -0.201 0.503 -0.334 1.88 -1.16 -0.14
O -0.340 -3.298 -1.225 -0.48 0.36 -0.40
C -1.331 1.253 -0.798 1.48 -1.77 0.49
C -1.027 2.722 -0.499 -2.32 0.21 -0.48
C -1.637 0.879 -2.245 -1.89 0.80 -0.96
H -1.736 3.279 -1.183 0.93 0.09 0.99
H -2.344 1.618 -2.703 0.38 -0.38 0.54
H 0.011 3.061 -0.617 -0.37 -0.43 -0.19
H 1.882 -0.885 3.012 0.01 -0.40 -0.44
H 0.821 1.169 3.267 0.24 -0.43 0.39
H 0.538 0.323 -0.969 -1.30 0.64 0.42
H 3.405 -2.138 0.220 -0.27 0.49 0.14
H -0.886 -2.504 -1.164 0.21 0.11 0.45
H 1.954 -2.156 0.895 0.19 0.50 -0.32
H -0.632 -3.623 -2.083 0.26 -0.40 -0.03
H -1.366 2.836 0.548 0.40 0.56 -0.48
H -0.790 0.948 -2.913 0.65 -0.04 0.17
H 0.623 1.409 1.837 0.35 -0.81 -0.41
H -2.019 0.787 -0.040 -0.44 1.14 -1.18
H -2.147 -0.086 -2.468 0.58 0.38 0.79
H 1.857 -2.489 2.994 0.39 0.20 -0.32
```
Forces are in eV/Å.

maximum force	2.381	eV/A
relative energy (zero: lowest compared OMol25 entry of this formula, charge and spin)	1.4868	eV
M	132.16	g mol⁻¹
SMILES	CC(C)O.O.O.O.O

***

# 2
# C3H17N2O3

A cluster of 4 separate species, C3H17N2O3 in total (ωB97M-V with the def2-TZVPD basis set, OMol25).

```
25
Properties=species:S:1:pos:R:3:forces:R:3
O -3.053 -0.971 0.397 -0.10 1.24 0.42
O -1.079 -2.348 -0.288 -1.62 0.01 1.21
O 1.280 -0.687 -3.661 1.86 -1.12 3.06
N -0.868 0.252 -0.789 -0.93 4.01 -0.49
N 1.298 -0.003 1.451 -1.23 0.39 2.49
C -0.160 1.434 0.011 0.27 -3.39 0.24
C 0.054 0.834 1.432 0.53 2.33 -0.31
C 2.581 0.860 1.566 -1.02 -0.05 -2.17
H -1.515 0.761 -1.462 0.67 -1.64 1.02
H 2.606 1.667 0.750 -0.11 -1.75 0.14
H 0.824 -0.421 -4.405 -1.09 0.59 -2.73
H -3.422 -0.085 0.284 -0.22 -0.20 0.27
H 1.114 -0.495 2.392 1.29 0.59 -1.85
H -1.414 -2.385 0.640 0.00 -0.08 -1.12
H 0.775 1.438 -0.571 -0.29 1.20 0.63
H 0.075 1.707 2.137 0.63 -0.34 -0.44
H 2.067 -1.222 -3.889 -0.88 0.58 -0.19
H -0.914 0.421 1.792 0.83 -0.86 -0.45
H -0.169 -2.473 -0.151 2.32 -0.67 0.00
H 3.457 0.147 1.414 -1.10 1.41 0.78
H 2.534 1.617 2.344 0.44 -0.89 1.25
H -0.278 -0.357 -1.289 1.66 -0.28 -1.39
H -3.711 -1.544 0.025 -0.56 -0.68 -0.33
H -1.264 -0.449 -0.190 -1.56 -0.34 0.56
H -0.817 2.301 0.058 0.23 -0.06 -0.59
```
Forces are in eV/Å.

maximum force	4.146	eV/A
net charge	+1
relative energy (zero: lowest compared OMol25 entry of this formula, charge and spin)	3.1576	eV
M	129.18	g mol⁻¹

***

# 3
# C3H17NO4

A cluster of 5 separate species, C3H17NO4 in total (ωB97M-V with the def2-TZVPD basis set, OMol25).

```
25
Properties=species:S:1:pos:R:3:forces:R:3
O 3.651 -0.816 1.281 0.19 -0.18 0.42
O 1.377 -1.790 -0.501 -0.37 -0.75 0.59
O -1.482 -0.476 6.238 0.12 0.61 0.45
O -1.840 -5.489 -1.043 -0.08 0.44 -0.65
N -1.201 1.114 -0.763 0.19 -0.20 -0.04
C 0.385 3.816 -2.907 -0.03 -0.51 -1.33
C -0.769 2.917 -2.379 2.90 0.46 2.16
C -0.407 2.367 -0.928 -2.05 -0.42 -0.80
H -1.708 -1.212 5.673 -0.34 0.00 -0.27
H 1.262 -2.755 -0.523 0.07 0.34 -0.50
H -2.130 0.237 6.118 0.22 -0.61 -0.17
H 3.859 -0.334 0.489 -0.29 0.41 -0.76
H 0.666 2.232 -0.799 -0.09 -0.02 0.04
H 1.298 -1.661 0.456 0.29 0.47 -0.16
H -1.676 0.930 -1.637 -0.05 -0.17 0.14
H 1.300 3.876 -2.328 -0.24 0.17 0.79
H -2.099 -5.906 -0.223 -0.34 -0.01 0.15
H -0.672 0.273 -0.553 0.24 0.27 0.00
H -0.721 2.007 -2.971 -1.04 0.23 -0.41
H 0.048 4.810 -3.191 0.11 0.12 0.15
H -1.663 3.524 -2.265 -0.40 -0.67 -0.63
H -2.620 -5.047 -1.427 0.44 -0.41 0.51
H -0.865 3.014 -0.170 0.86 0.41 -0.10
H 0.789 3.355 -3.826 -0.37 0.27 0.01
H 4.528 -1.100 1.545 0.07 -0.25 0.41
```
Forces are in eV/Å.

maximum force	3.651	eV/A
relative energy (zero: lowest compared OMol25 entry of this formula, charge and spin)	1.3250	eV
M	131.17	g mol⁻¹
SMILES	CCCN.O.O.O.O

***

# 4
# C3H18ClF6O10P2S

A cluster of 8 separate species, C3H18ClF6O10P2S in total (ωB97M-V with the def2-TZVPD basis set, OMol25).

```
41
Properties=species:S:1:pos:R:3:forces:R:3
Cl -1.058 -1.009 -2.668 -0.07 -0.39 0.59
S -2.773 -1.965 0.266 -1.10 -3.59 1.52
P -0.892 -1.668 -0.794 1.69 1.16 -1.65
P 0.613 -0.689 0.521 0.19 -0.08 1.85
F -3.450 0.438 -1.777 0.48 -0.37 -0.06
F -0.360 -3.108 -0.936 -0.55 -0.01 0.23
F -3.899 -0.090 1.653 0.48 0.04 0.07
F -4.946 1.356 -0.566 0.05 -0.07 0.10
F -2.895 1.546 0.023 0.55 -0.10 -0.34
F -5.161 -1.024 0.209 0.13 -0.46 -0.44
O -2.098 -1.236 -6.874 -0.12 -0.03 -0.02
O 6.377 -1.450 2.413 -0.18 0.07 0.02
O 2.025 -0.801 -0.255 -0.64 0.28 -0.32
O 0.515 4.348 0.973 -0.09 -0.15 -0.10
O 3.337 -0.446 2.470 -0.02 0.04 -0.08
O -3.436 -3.042 -0.410 0.17 1.18 -0.98
O 6.579 -2.235 5.332 -0.17 0.15 0.01
O -2.363 -2.296 1.602 0.59 1.36 -0.33
O 0.004 -0.016 -5.395 0.14 -0.11 0.34
O -2.044 3.241 2.313 0.28 -0.01 -0.29
C -3.780 0.720 -0.535 -1.37 0.65 0.36
C 0.029 1.059 0.536 -0.32 -0.77 -0.68
C -3.956 -0.515 0.396 -0.77 0.86 0.15
H -0.273 3.889 1.286 0.11 -0.02 0.12
H -0.641 1.136 1.396 0.20 0.06 0.08
H -0.166 -0.839 -5.867 -0.12 0.08 -0.16
H -0.535 1.335 -0.355 0.35 0.30 -0.04
H -2.037 4.139 1.963 -0.29 0.12 0.27
H 2.641 -1.203 0.383 0.13 0.00 -0.10
H 0.197 5.162 0.569 0.10 0.03 -0.01
H 3.718 0.441 2.496 0.03 -0.01 -0.03
H 0.029 0.643 -6.095 -0.02 0.06 0.02
H 5.423 -1.318 2.447 -0.07 0.02 -0.06
H 6.670 -1.825 4.463 0.14 -0.13 -0.07
H 0.899 1.701 0.669 0.00 0.05 -0.03
H -2.616 -1.062 -6.083 -0.03 0.01 -0.01
H -2.654 2.769 1.738 -0.15 0.06 0.10
H -2.592 -0.805 -7.579 0.05 -0.08 -0.09
H 6.562 -1.715 1.507 0.13 -0.04 0.05
H 5.964 -2.960 5.192 0.07 -0.07 0.01
H 3.043 -0.605 3.376 0.00 -0.09 -0.02
```
Forces are in eV/Å.

maximum force	4.048	eV/A
DFT total energy	-82110.70793	eV
net charge	+1
M	457.62	g mol⁻¹

***

# 5
# C3H18HgO7

A structure of composition C3H18HgO7 (ωB97M-V with the def2-TZVPD basis set, OMol25).

```
29
Properties=species:S:1:pos:R:3:forces:R:3
Hg 21.782 -21.702 -14.365 0.22 2.55 -1.17
O 22.495 -19.620 -15.391 0.00 -1.58 0.94
O 21.717 -22.836 -16.459 0.17 -0.38 -0.38
O 21.519 -24.101 -13.785 -0.04 0.17 0.37
O 21.333 -20.958 -12.199 -0.31 -0.84 1.21
O 19.572 -21.939 -14.957 -0.73 -0.14 0.00
O 23.140 -18.971 -12.549 0.52 0.04 0.79
O 23.977 -22.297 -14.172 0.45 -0.26 0.31
C 21.127 -21.316 -10.906 -0.33 -1.36 1.58
C 21.157 -22.793 -10.357 -0.21 0.62 -2.64
C 21.957 -18.466 -16.001 -0.15 0.07 0.68
H 22.230 -24.381 -13.209 0.23 -0.16 0.26
H 22.097 -23.200 -10.729 0.29 -0.25 0.72
H 19.331 -22.368 -15.778 0.11 -0.02 -0.39
H 21.839 -20.827 -10.241 0.67 0.94 -0.13
H 22.144 -17.548 -15.443 0.63 0.03 0.56
H 23.177 -19.273 -13.457 -0.15 0.14 -1.12
H 22.522 -19.566 -12.124 -0.18 0.31 -0.01
H 20.233 -20.808 -10.546 -0.56 0.44 -0.14
H 20.411 -23.368 -10.904 -0.30 -0.09 0.22
H 22.448 -18.308 -16.961 -0.37 -0.19 -0.35
H 24.551 -22.814 -14.738 0.13 -0.12 -0.50
H 18.747 -21.856 -14.479 -0.26 0.20 0.39
H 22.351 -22.379 -17.011 0.28 0.45 -0.30
H 20.870 -18.395 -16.040 -0.29 -0.63 -0.61
H 20.978 -22.889 -9.286 0.34 0.29 -0.18
H 24.351 -22.396 -13.297 0.24 0.25 0.42
H 21.293 -24.885 -14.285 -0.19 -0.19 -0.34
H 21.198 -23.358 -17.071 -0.21 -0.30 -0.19
```
Forces are in eV/Å.

2S+1	2
maximum force	2.816	eV/A
DFT total energy	-21898.69829	eV
net charge	+1
M	366.76	g mol⁻¹
<S²>	0.756

***

# 6
# C3H18N2O7

A cluster of 6 separate species, C3H18N2O7 in total (ωB97M-V with the def2-TZVPD basis set, OMol25).

```
30
Properties=species:S:1:pos:R:3:forces:R:3
O 2.842 -0.921 -0.738 -1.27 1.97 -0.84
O 1.545 -3.306 -0.560 -0.89 -2.16 -0.72
O 1.950 0.668 1.090 -0.08 0.10 -1.07
O -0.564 -2.637 1.393 0.85 -0.34 -0.33
O 1.632 -1.638 -3.046 0.68 1.73 2.23
O 0.533 2.159 -1.381 -0.84 1.62 -1.35
O 0.804 2.477 1.544 -0.65 2.17 0.46
N -3.209 -0.118 0.496 2.31 2.80 -4.88
N -0.358 0.789 0.735 0.92 -2.18 -0.01
C -2.745 1.270 0.400 -1.30 0.25 -0.92
C -1.489 1.575 1.202 0.81 3.12 -0.12
C 0.894 1.287 1.021 -0.74 -2.52 1.17
H -2.601 -0.751 0.030 0.13 -0.74 0.12
H 1.287 -3.565 -1.475 0.17 -0.04 0.89
H 1.001 -0.950 -3.281 -0.24 -0.21 -0.47
H 0.186 -2.784 0.785 -0.23 0.44 -0.63
H 2.544 -0.244 -0.060 0.34 -0.73 -0.13
H 1.685 -2.394 -0.703 0.53 2.04 -0.06
H 0.839 2.956 -1.887 -0.23 -1.10 0.60
H 2.045 -1.151 -2.210 -0.45 -1.57 -2.02
H 1.607 2.984 1.531 0.97 -0.19 0.01
H -3.639 -0.416 1.257 -1.94 -1.46 4.14
H -1.017 2.682 1.062 -2.22 -2.32 -0.06
H -0.435 -0.268 0.500 0.25 2.60 1.02
H -0.346 -3.410 1.920 -0.64 -0.13 0.77
H -2.639 1.577 -0.690 0.48 -0.86 0.96
H -1.647 1.572 2.315 0.04 -0.66 -0.89
H 3.373 -1.584 -0.364 1.24 -1.16 1.01
H -3.626 1.919 0.592 0.72 -0.17 0.83
H -0.453 2.221 -1.478 1.28 -0.27 0.28
```
Forces are in eV/Å.

maximum force	6.079	eV/A
relative energy (zero: lowest compared OMol25 entry of this formula, charge and spin)	0.1792	eV
M	194.18	g mol⁻¹
SMILES	NCCNC(=O)O.O.O.O.O.O

***

> What is the maximum force in the third record?

3.651 eV/A